The following is a quantum chemistry calculation of a cluster of 4 separate species, C2H13N2O3 in total at a distorted geometry, from OMol25.

The HOMO energy is -14.537 eV. The value obtained for the HOMO-LUMO gap is 0.428 hartree.

The geometry in ORCA input format:
```
! RIJCOSX wB97M-V def2-TZVPD def2/J DEFGRID3
* xyz 1 1
O 3.249 -0.422 1.188
O -1.796 2.638 -0.438
O -1.255 -0.478 -2.662
N 0.960 1.083 0.146
N 0.032 -0.890 0.731
C -0.079 0.282 0.163
C -1.076 -1.748 1.089
H -2.016 -1.431 0.682
H 1.855 0.831 0.564
H -2.258 3.486 -0.436
H -1.207 -0.469 -3.627
H -0.323 -0.425 -2.412
H -1.234 -1.761 2.177
H -2.470 2.031 -0.772
H -0.843 -2.795 0.938
H 3.732 -0.963 1.822
H -1.033 0.584 -0.231
H 3.854 -0.214 0.469
H 0.911 -1.152 1.157
H 0.996 1.813 -0.548
*
```